(1)
An isolated molecule of C20H17N7O2 in a non-equilibrium geometry, computed with ωB97M-V/def2-TZVPD.

Geometry as XYZ:
```
46
Properties=species:S:1:pos:R:3:nbo_charge:R:1
C -2.97 -3.62 0.12 -0.26
O -1.86 -4.40 0.41 -0.50
C -0.74 -3.65 0.57 0.27
C -0.22 -2.89 -0.48 -0.27
C 1.12 -2.36 -0.46 -0.16
C 1.80 -2.50 0.78 -0.13
C 3.01 -1.89 0.97 0.38
O 3.44 -1.09 -0.12 -0.52
C 3.65 0.27 0.20 -0.12
C 3.36 1.19 -0.86 0.25
N 3.96 1.35 -2.05 -0.23
N 3.44 2.35 -2.76 -0.27
C 2.47 2.86 -2.04 0.28
C 1.54 3.94 -2.37 -0.19
C 0.70 4.29 -1.29 -0.20
C 0.54 3.54 -0.09 -0.14
C -0.38 3.95 0.94 0.10
C -1.56 4.61 0.74 -0.07
N -2.06 4.82 1.95 -0.18
C -3.32 5.57 2.36 -0.42
N -1.37 3.96 2.83 -0.06
N -0.26 3.50 2.23 -0.23
C 1.43 2.56 0.18 0.05
N 2.39 2.19 -0.82 -0.32
C 3.79 -2.00 2.21 -0.35
C 3.11 -2.73 3.19 0.05
N 1.87 -3.40 3.11 -0.42
C 1.24 -3.16 1.95 0.17
C -0.08 -3.77 1.79 -0.24
H -2.84 -2.60 -0.02 0.18
H -3.65 -3.63 0.93 0.18
H -3.52 -4.07 -0.68 0.18
H -0.79 -2.77 -1.42 0.22
H 1.53 -2.04 -1.42 0.25
H 4.76 0.24 0.27 0.22
H 3.15 0.50 1.14 0.20
H 1.37 4.57 -3.28 0.25
H 0.08 5.13 -1.62 0.21
H -1.94 5.00 -0.22 0.23
H -3.01 6.55 2.68 0.22
H -4.03 5.00 3.12 0.25
H -4.01 5.70 1.47 0.22
H 1.56 2.11 1.18 0.24
H 4.70 -1.52 2.27 0.23
H 3.56 -2.82 4.21 0.20
H -0.62 -4.50 2.53 0.24
```

As for the total energy: -1305.9246 Ha. The calculation puts the highest occupied orbital energy at -0.303 Eh. As for the relative energy (zero: lowest compared OMol25 entry of this formula, charge and spin): 407.85 kJ/mol. Its max |F| is 0.114 Eh/bohr. Its structure (SMILES) is COc1ccc2c(OCc3nnc4ccc(-c5cn(C)nn5)cn34)ccnc2c1.

(2)
A cluster of 2 separate species, C9H14 in total in a non-equilibrium geometry, computed with ωB97M-V/def2-TZVPD.

Geometry as XYZ:
```
23
Properties=species:S:1:pos:R:3:nbo_charge:R:1
C -0.69 -1.35 1.47 -0.64
C -0.67 -0.81 -0.02 0.02
C -0.33 -1.79 -0.94 -0.24
C -0.50 -1.46 -2.30 -0.18
C -0.95 -0.22 -2.66 -0.25
C -1.03 0.81 -1.71 -0.18
C -0.86 0.51 -0.36 -0.25
H -1.64 -0.98 1.85 0.22
H 0.24 -0.96 1.86 0.23
H -0.89 -2.45 1.41 0.22
H -0.09 -2.77 -0.57 0.21
H -0.24 -2.24 -3.05 0.21
H -1.16 0.10 -3.67 0.21
H -1.32 1.76 -2.10 0.21
H -1.00 1.34 0.33 0.22
C 2.64 1.36 2.25 -0.62
C 1.38 2.14 2.45 -0.63
H 3.29 1.57 1.39 0.21
H 3.33 1.71 3.05 0.20
H 2.56 0.28 2.41 0.21
H 0.87 2.12 1.48 0.20
H 1.31 3.13 2.88 0.22
H 0.74 1.64 3.19 0.21
```

As for the total energy: -351.2833 Ha. The calculation puts the highest occupied orbital energy at -0.331 Eh. As for the relative energy (zero: lowest compared OMol25 entry of this formula, charge and spin): 123.07 kJ/mol. Its max |F| is 0.068 Eh/bohr. Its structure (SMILES) is Cc1ccccc1.CC.